Here is a molecular structure, C25H33AlFN3O8PS2 in a non-equilibrium geometry from OMol25. Energies are from the ωB97M-V functional and the def2-TZVPD basis.

XYZ file:
```
74
C25H33AlFN3O8PS2 | OMol25 | the ωB97M-V functional and the def2-TZVPD basis
S 4.20596 -0.31327 -3.74557
S 4.46543 -0.14710 -6.69576
P -0.64313 3.46436 0.33375
Al 0.92351 0.66452 0.82306
F 3.99719 2.96864 -0.31266
O 1.80199 -4.15525 -4.99169
O -3.62207 0.60133 5.32583
O -0.88472 4.54384 1.52443
O -4.56878 0.95648 3.42073
O 2.45421 2.70490 2.16785
O 5.80391 1.72350 -0.12101
O 0.85639 3.77356 -0.13095
O -1.61398 3.69306 -0.76284
N 3.30752 -2.18609 -5.38765
N -4.33078 1.23845 4.57510
N 3.98632 1.25945 1.21551
C 0.73178 -0.97376 2.02940
C -2.53032 -2.70760 1.06194
C 4.69793 1.95840 0.25210
C 4.09080 -3.29221 -4.85667
C -4.68270 2.84169 6.41244
C -0.72392 1.83840 1.00865
C 2.56381 1.72450 1.47851
C 2.73274 -2.59534 -6.65351
C 3.95888 -0.95348 -5.37277
C -6.35218 4.36615 4.78919
C -2.27238 -0.75608 2.58932
C 2.43044 0.31340 -1.74645
C 2.49353 -0.37122 -3.11069
C -0.28158 -1.91166 1.45223
C 1.05135 0.08980 -1.09746
C 3.11907 -4.47720 -4.59429
C -5.78308 3.20570 4.28891
C 0.15425 -2.95627 0.62026
C -4.95508 2.46543 5.11112
C -2.07982 -3.71153 0.21772
C -5.25547 4.00478 6.90204
C -0.71298 -3.84494 0.00484
C -6.08677 4.76692 6.09189
C -1.66525 -1.80600 1.68635
C 1.76053 -3.77236 -6.35553
H 0.30206 0.64042 -1.67824
H 2.58738 1.38359 -1.89820
H 4.60061 -2.98746 -3.94841
H -1.55464 1.35698 0.49398
H 0.46791 -0.69971 3.05301
H -7.00004 4.95961 4.15895
H 2.02487 -4.64898 -6.95763
H 3.07143 -4.66512 -3.52451
H -4.03323 2.24045 7.03054
H 1.85275 0.13271 -3.83487
H -1.47483 -0.22931 3.11043
H -3.59600 -2.60235 1.23863
H 2.16117 -1.40508 -3.03081
H -5.04893 4.31788 7.91626
H -0.98196 1.92373 2.06730
H -2.77947 -0.01702 1.97161
H -2.78920 -4.37255 -0.26358
H -0.30464 -4.61526 -0.63683
H -5.97732 2.88459 3.27655
H -6.52724 5.67755 6.47618
H 4.49733 1.37862 2.08884
H 4.84731 -3.61907 -5.58359
H -2.95504 -1.18032 3.31797
H 0.96932 4.72821 -0.21570
H 3.43580 -5.36934 -5.14644
H 0.73737 -3.45511 -6.53885
H 0.80486 -0.97083 -1.21587
H 2.23002 -1.76928 -7.14694
H 1.22385 -3.04855 0.46443
H -1.74778 4.35640 1.90733
H 3.22678 -0.09649 -1.11814
H 3.49885 -2.96196 -7.34936
H 1.68815 -1.50285 2.06827
```

Total charge: -1
E: -3218.7586 Ha
HOMO-LUMO gap: 6.1 eV